{"formula": "C57H122N5O6", "method": "wB97M-V/def2-TZVPD", "elements": ["C", "C", "C", "C", "N", "C", "C", "C", "C", "C", "C", "C", "H", "H", "H", "H", "H", "H", "H", "H", "H", "H", "H", "H", "H", "H", "H", "H", "H", "H", "H", "H", "H", "H", "H", "H", "C", "C", "C", "C", "N", "C", "C", "C", "C", "C", "C", "C", "H", "H", "H", "H", "H", "H", "H", "H", "H", "H", "H", "H", "H", "H", "H", "H", "H", "H", "H", "H", "H", "H", "H", "H", "C", "C", "C", "C", "N", "C", "C", "C", "C", "C", "C", "C", "H", "H", "H", "H", "H", "H", "H", "H", "H", "H", "H", "H", "H", "H", "H", "H", "H", "H", "H", "H", "H", "H", "H", "H", "C", "C", "C", "C", "N", "C", "C", "C", "C", "C", "C", "C", "H", "H", "H", "H", "H", "H", "H", "H", "H", "H", "H", "H", "H", "H", "H", "H", "H", "H", "H", "H", "H", "H", "H", "H", "C", "C", "C", "C", "N", "C", "C", "C", "C", "C", "C", "C", "H", "H", "H", "H", "H", "H", "H", "H", "H", "H", "H", "H", "H", "H", "H", "H", "H", "H", "H", "H", "H", "H", "H", "H", "O", "C", "O", "O", "H", "O", "C", "O", "O", "H"], "coordinates": [[2.414, -8.281, 1.899], [1.576, -8.602, 3.126], [0.761, -7.512, 3.703], [1.687, -6.507, 4.329], [1.107, -5.834, 5.471], [2.049, -4.629, 5.915], [1.247, -3.767, 6.798], [-0.230, -3.846, 6.222], [-0.102, -5.005, 5.145], [0.656, -6.765, 6.708], [1.758, -7.699, 7.210], [1.059, -8.635, 8.109], [2.751, -7.271, 1.827], [1.768, -8.359, 0.989], [3.251, -8.969, 1.752], [2.147, -9.053, 3.945], [0.875, -9.331, 2.705], [-0.005, -7.943, 4.332], [0.188, -7.007, 2.921], [2.098, -5.795, 3.657], [2.554, -6.977, 4.777], [2.994, -5.024, 6.395], [2.308, -4.111, 5.015], [1.231, -4.011, 7.838], [1.588, -2.675, 6.718], [-0.928, -4.251, 6.951], [-0.587, -2.989, 5.722], [-0.942, -5.635, 5.143], [0.135, -4.633, 4.190], [-0.206, -7.359, 6.353], [0.328, -6.052, 7.523], [2.572, -7.143, 7.656], [2.202, -8.353, 6.374], [0.107, -9.029, 7.847], [0.961, -8.170, 9.079], [1.659, -9.492, 8.290], [1.924, 4.085, -4.946], [0.707, 4.046, -5.903], [-0.151, 2.849, -5.622], [-1.258, 2.751, -6.588], [-2.201, 1.564, -6.446], [-1.359, 0.271, -6.508], [-2.209, -0.736, -7.230], [-2.926, 0.146, -8.309], [-3.174, 1.488, -7.604], [-2.945, 1.620, -5.112], [-3.837, 2.821, -5.005], [-5.133, 2.463, -4.266], [2.550, 4.954, -5.133], [2.483, 3.224, -4.950], [1.490, 4.229, -3.885], [0.957, 4.091, -6.951], [0.144, 4.963, -5.752], [-0.503, 2.885, -4.569], [0.538, 2.004, -5.635], [-0.782, 2.697, -7.586], [-1.821, 3.658, -6.462], [-1.123, -0.085, -5.473], [-0.441, 0.492, -7.069], [-2.907, -1.225, -6.540], [-1.585, -1.537, -7.599], [-3.861, -0.343, -8.520], [-2.350, 0.238, -9.252], [-4.203, 1.486, -7.159], [-3.038, 2.380, -8.250], [-2.228, 1.603, -4.299], [-3.547, 0.740, -5.035], [-4.049, 3.318, -5.902], [-3.341, 3.529, -4.386], [-5.891, 3.272, -4.398], [-4.986, 2.283, -3.211], [-5.531, 1.504, -4.609], [-1.117, 4.706, 0.180], [-0.334, 3.416, 0.153], [0.958, 3.538, 0.950], [1.666, 2.172, 1.076], [3.122, 2.365, 1.494], [3.191, 3.165, 2.803], [2.941, 2.102, 3.867], [3.772, 0.959, 3.315], [3.566, 1.001, 1.844], [3.991, 2.955, 0.396], [3.850, 2.350, -1.007], [4.835, 3.085, -1.884], [-1.575, 4.849, 1.197], [-1.902, 4.697, -0.534], [-0.433, 5.525, 0.059], [-0.135, 3.137, -0.866], [-0.876, 2.562, 0.569], [0.786, 3.930, 1.968], [1.527, 4.300, 0.388], [1.582, 1.634, 0.155], [1.197, 1.647, 1.928], [4.172, 3.577, 2.818], [2.504, 4.029, 2.713], [3.213, 2.543, 4.798], [1.859, 1.899, 3.959], [4.813, 1.163, 3.545], [3.564, -0.018, 3.741], [4.476, 0.771, 1.328], [2.806, 0.314, 1.530], [5.003, 2.988, 0.663], [3.678, 3.998, 0.300], [2.801, 2.368, -1.389], [4.106, 1.310, -1.020], [4.625, 2.701, -2.864], [5.902, 2.936, -1.567], [4.598, 4.148, -1.770], [-5.266, 2.958, 7.400], [-5.712, 3.960, 6.374], [-5.245, 3.645, 4.895], [-6.362, 4.018, 3.985], [-6.048, 4.185, 2.502], [-5.216, 5.434, 2.331], [-6.009, 6.470, 1.514], [-6.930, 5.524, 0.691], [-7.297, 4.476, 1.782], [-5.275, 2.845, 1.985], [-4.899, 2.754, 0.514], [-4.185, 1.352, 0.337], [-4.272, 3.086, 7.760], [-5.434, 1.936, 7.120], [-5.826, 3.019, 8.392], [-5.389, 5.025, 6.637], [-6.790, 3.930, 6.314], [-4.962, 2.625, 4.702], [-4.379, 4.261, 4.602], [-6.683, 5.009, 4.295], [-7.312, 3.385, 3.953], [-4.336, 5.193, 1.779], [-4.789, 5.856, 3.236], [-5.335, 7.181, 1.007], [-6.635, 7.102, 2.191], [-6.369, 5.143, -0.150], [-7.752, 6.030, 0.199], [-7.745, 3.481, 1.388], [-8.039, 4.913, 2.447], [-5.947, 2.048, 2.364], [-4.419, 2.828, 2.641], [-4.163, 3.556, 0.311], [-5.772, 2.833, -0.125], [-3.181, 1.287, 0.803], [-4.065, 1.099, -0.726], [-4.711, 0.567, 0.776], [0.303, -4.127, -4.538], [1.769, -4.215, -4.228], [2.257, -2.966, -3.532], [3.800, -2.915, -3.453], [4.314, -1.605, -2.791], [3.653, -1.422, -1.404], [4.734, -1.464, -0.402], [5.812, -2.284, -1.080], [5.799, -1.776, -2.528], [4.081, -0.357, -3.652], [4.458, -0.557, -5.139], [4.386, 0.759, -5.925], [-0.147, -4.999, -5.057], [0.072, -3.219, -5.255], [-0.289, -3.884, -3.657], [2.348, -4.324, -5.166], [2.031, -5.118, -3.595], [1.817, -2.868, -2.535], [1.827, -2.137, -4.146], [4.302, -3.006, -4.374], [4.177, -3.588, -2.722], [3.079, -0.520, -1.534], [3.006, -2.229, -1.244], [5.119, -0.433, -0.125], [4.316, -2.005, 0.480], [6.783, -2.200, -0.561], [5.591, -3.306, -1.037], [6.234, -0.788, -2.470], [6.269, -2.410, -3.259], [4.688, 0.458, -3.240], [3.048, -0.076, -3.631], [3.881, -1.345, -5.664], [5.458, -0.948, -5.220], [4.866, 0.563, -6.849], [4.965, 1.475, -5.385], [3.339, 1.122, -6.062], [0.108, -1.143, 2.375], [1.223, -1.725, 2.909], [2.176, -1.571, 2.118], [1.225, -2.200, 4.053], [0.473, -1.051, 1.475], [0.078, 0.090, -0.936], [0.241, 0.485, -2.264], [-0.659, 0.133, -3.027], [1.264, 1.264, -2.431], [-0.698, -0.421, -0.819]], "mulliken_charge": [-1.215, -0.697, -0.295, -1.471, 0.303, -0.609, -0.846, -0.862, -1.022, -0.947, 0.093, -1.528, 0.309, 0.317, 0.338, 0.300, 0.399, 0.346, 0.424, 0.728, 0.554, 0.456, 0.526, 0.395, 0.359, 0.439, 0.453, 0.504, 0.670, 0.424, 0.509, 0.276, 0.073, 0.415, 0.374, 0.430, -0.772, -0.976, 1.208, -1.553, 0.922, -0.307, -0.686, -0.881, -0.456, -0.514, -0.888, -1.410, 0.485, 0.006, 0.114, 0.507, 0.378, -0.108, -0.096, 0.465, 0.330, -0.124, 0.452, 0.322, 0.515, 0.418, 0.320, 0.294, 0.373, -0.314, 0.886, 0.598, 0.520, 0.383, 0.227, 0.381, -1.520, 0.493, -1.434, -0.027, 1.029, -0.705, -0.724, -1.041, 0.243, -1.960, 2.320, -1.680, 0.171, 0.441, 0.501, -0.241, 0.180, 0.537, 0.217, -0.762, 0.942, 0.548, 0.347, 0.604, 0.224, 0.472, 0.305, -0.126, 0.190, 0.549, 0.578, -0.293, -0.704, 0.281, 0.303, 0.517, -1.373, -0.491, -0.668, -1.110, 0.868, -0.282, -0.745, -0.561, -0.745, -1.226, 0.129, -1.351, 0.356, 0.378, 0.357, 0.316, 0.398, 0.363, 0.427, 0.484, 0.490, -0.037, 0.462, 0.401, 0.303, 0.170, 0.494, 0.261, 0.485, 0.459, 0.473, 0.108, 0.397, 0.256, 0.223, 0.542, -1.061, -0.497, 0.198, -1.280, 1.129, 0.038, 0.150, -1.384, -0.614, 0.142, -0.825, -1.160, 0.421, 0.062, 0.337, 0.339, 0.300, 0.231, 0.039, 0.506, 0.577, -0.391, 0.179, -0.168, 0.386, 0.481, 0.493, 0.413, 0.362, 0.037, -0.066, 0.264, 0.440, 0.502, 0.362, 0.052, -0.545, 0.743, -0.810, -0.643, 0.302, 0.031, -0.255, -0.829, 0.129, 0.148], "energy_ha": -2969.3740, "de_lowest_kj_mol": 0.0, "gap_ev": 8.4, "total_charge": 3}